No. 1
The following is a DFT calculation (ωB97M-V/def2-TZVPD) of a single C4H4N2OS molecule in a non-equilibrium geometry.

**Expectation value of S²**: 2.029
**Energy relative to the best compared isomer or geometry (same formula, charge and spin)**: 0.000 eV
**Strongest force on any atom**: 0.1313 Eh/bohr
**2S+1**: 3

Last column: Mulliken spin population.
Geometry (Å):
C -1.2702 1.3314 -0.4685  -0.031
C -0.8796 0.1491 -1.1131  0.235
C -0.5018 1.5332 0.6830  0.364
C 0.0478 -0.4581 -0.2744  0.089
N 0.2137 0.3465 0.8675  0.034
N 2.5934 -3.1080 0.0443  0.665
O 0.8358 -1.4880 -0.4702  0.233
S 1.3754 -2.7816 0.6840  0.394
H -1.8196 2.1322 -0.9020  0.001
H -0.8446 -0.1468 -2.1680  0.003
H -0.5196 2.3097 1.4029  0.020
H 0.7694 0.1804 1.7143  -0.006

No. 2
The following is a DFT calculation (ωB97M-V/def2-TZVPD) of a gas-phase ion, C4H5ClN2OP (charge +1) in a non-equilibrium geometry.

**Strongest force on any atom**: 0.0480 Eh/bohr
**SMILES**: OP(Cl)c1ccn[nH+]c1
**Electronic energy**: -31060.87057 eV
**2S+1**: 1
**Total charge**: +1

Last column: Mulliken charge in e.
Geometry (Å):
O -3.0091 0.5431 0.1740  -0.449
P -1.8741 1.0214 -0.8880  0.327
Cl -1.5005 2.9719 -0.3782  -0.153
C -0.2857 0.2094 -0.2943  0.205
C 0.2212 0.3736 0.9858  -0.083
C 1.4395 -0.2719 1.2417  -0.303
N 2.1392 -1.0120 0.4305  -0.622
N 1.6137 -1.1619 -0.7685  0.330
C 0.4883 -0.5778 -1.1143  -0.170
H -3.0548 -0.4222 0.2178  0.351
H -0.2974 0.9677 1.7249  0.410
H 1.8595 -0.1529 2.2350  0.437
H 2.1139 -1.7433 -1.4330  0.285
H 0.1462 -0.7449 -2.1334  0.434

No. 3
The following is a DFT calculation (ωB97M-V/def2-TZVPD) of a molecular structure, C14H28NO4PW in a non-equilibrium geometry.

**Expectation value of S²**: 2.114
**Energy relative to the best compared isomer or geometry (same formula, charge and spin)**: 0.268 eV
**Strongest force on any atom**: 0.2011 Eh/bohr
**2S+1**: 3
**Total charge**: +4

Last column: Mulliken spin population.
Geometry (Å):
W 0.0281 -0.1535 -0.3863  1.509
C -1.6889 -0.9226 0.4067  0.005
O -2.7644 -1.3295 0.6530  0.133
C -0.2014 1.8031 -0.2347  0.037
O -0.2717 2.9791 -0.1050  0.200
C 1.7813 -0.2254 0.5427  0.023
O 2.8333 -0.2394 1.0705  0.132
C -1.5598 1.0643 -3.5013  -0.001
P -0.0718 0.3883 -2.6663  0.038
H 0.5577 -1.4977 -3.8883  0.022
H -2.3564 0.3478 -3.2287  -0.002
C 1.4610 1.0384 -3.4323  -0.003
H 1.1877 1.0009 -4.5018  0.002
C -1.3763 1.1073 -5.0227  0.000
H -1.1514 0.1299 -5.4557  0.000
H -0.5727 1.8006 -5.2882  0.000
H -2.3094 1.4687 -5.4703  -0.002
C -1.9861 2.4438 -3.0079  -0.002
H -1.2039 3.1897 -3.1798  0.000
C 0.7356 -2.1783 -1.8265  0.079
H -2.2463 2.4534 -1.9441  0.000
H -2.8757 2.7533 -3.5778  0.000
C -1.4219 -2.0188 -3.1681  0.016
H 0.2862 -2.0710 -0.7855  -0.028
H 0.6187 -3.2525 -2.0331  0.012
H 1.8069 -1.9642 -1.8405  -0.007
C -0.0195 -1.4326 -2.9454  0.041
H -1.3138 -3.1085 -3.2542  0.010
H -1.8644 -1.6257 -4.0921  0.001
H -2.1159 -1.8320 -2.3331  -0.002
C 2.7007 0.1668 -3.2227  0.003
H 3.0247 0.1302 -2.1744  -0.002
H 3.5084 0.6285 -3.8066  -0.001
H 2.5672 -0.8553 -3.5859  0.001
C 1.7552 2.4973 -3.0758  -0.004
H 1.9740 2.6439 -2.0087  0.001
H 0.9376 3.1736 -3.3508  -0.001
H 2.6467 2.7923 -3.6510  -0.003
H -0.2687 -4.8067 -1.0518  0.000
H -0.2446 -4.6647 -0.3133  0.000
C -0.4666 0.4359 3.5077  0.037
C -0.5695 -1.0423 3.3019  -0.013
N -0.7355 -1.7812 4.4282  -0.013
O -0.5225 -1.5968 2.1770  -0.210
H -0.5575 0.7208 4.5607  0.002
H -1.2631 0.9184 2.9236  -0.006
H 0.5008 0.7696 3.1120  -0.005
H -0.8417 -2.7780 4.3498  0.002
H -0.8586 -1.3545 5.3314  -0.001

No. 4
The following is a DFT calculation (ωB97M-V/def2-TZVPD) of a gas-phase ion, C13H22ClN2O2 (charge +1) in a non-equilibrium geometry.

**Energy relative to the best compared isomer or geometry (same formula, charge and spin)**: 14.682 eV
**Strongest force on any atom**: 0.3802 Eh/bohr
**SMILES**: CCOc1ccc(Cl)cc1C[NH2+]CCNCCO
**2S+1**: 1
**Total charge**: +1

Last column: Mulliken charge in e.
Geometry (Å):
C 1.8757 3.6112 0.5374  -1.569
C 0.5563 3.1113 0.6668  -0.217
H -0.1589 3.9710 0.3229  0.351
H 0.2919 2.8558 1.7015  0.431
O 0.2634 1.7641 -0.2660  -0.519
C -0.9901 1.1487 0.0085  1.082
C -2.1121 1.4657 0.9100  -1.027
C -3.1827 0.8281 0.6420  -0.312
C -3.2753 -0.3219 -0.0943  0.143
C -2.1039 -0.7563 -0.8015  -1.172
C -1.0608 0.2714 -0.8076  1.006
C 0.0459 -0.1982 -1.8271  -0.889
N 1.4433 -0.4609 -1.0827  -0.102
H 1.4027 -0.8998 -0.1477  0.326
C 2.6278 -0.5555 -1.8855  -1.333
H 2.6058 -1.6355 -1.8727  0.406
H 2.6402 -0.1417 -2.6411  0.771
C 3.8289 -0.1602 -0.8569  -0.754
N 3.7486 -0.3015 0.3988  -0.087
H 4.1890 0.2272 1.1677  0.308
C 3.7256 -1.8111 0.7775  -0.645
H 4.5404 -1.8812 1.6409  0.288
C 2.5262 -2.0964 1.7341  -0.983
H 2.6400 -3.1069 2.3676  0.361
O 1.3714 -2.1231 0.6115  -0.600
H 1.4138 -3.1474 0.4447  0.352
H 2.3266 -1.6234 2.4165  0.670
H 3.8939 -2.2855 -0.0463  0.458
H 1.3915 0.6200 -0.4134  0.754
H 4.7975 -0.6190 -1.2907  0.419
H 3.9983 1.0859 -1.0748  0.320
H -0.0383 -1.3090 -2.2834  0.305
H 0.2577 0.4747 -2.5176  0.529
H -2.2251 -1.7306 -1.4157  0.212
Cl -4.6649 -1.4016 0.0305  -0.191
H -3.9592 1.2983 1.4131  0.268
H -1.9714 2.4951 1.1697  0.426
H 1.9778 4.5505 1.2742  0.326
H 1.9806 3.8531 -0.5854  0.277
H 2.4254 2.9983 0.8962  0.610

No. 5
The following is a DFT calculation (ωB97M-V/def2-TZVPD) of 4 unconnected molecules or ions with the total composition C24H26IN3O3 in a non-equilibrium geometry.

**Strongest force on any atom**: 0.0753 Eh/bohr
**SMILES**: CCC1=C([C@@H](I)CC)C(=O)OC1=O.c1ccncc1.c1ccncc1.c1ccncc1
**Electronic energy**: -44020.94016 eV
**2S+1**: 1

Last column: Mulliken charge in e.
Geometry (Å):
C -0.3445 3.3741 4.9234  -0.873
C 1.1222 2.8161 4.9942  -0.643
C 1.1671 1.3737 5.4833  0.369
C 1.1261 0.2151 4.7687  0.078
C 0.7828 0.1738 3.2633  0.067
I 1.5781 -1.4712 2.1491  0.306
C -0.8342 0.2564 3.2697  0.349
C -1.5747 -0.9134 2.5665  -1.619
C 1.5348 -0.9265 5.7311  -0.014
O 1.8919 -2.0079 5.5076  -0.439
O 1.9414 -0.2745 6.9181  -0.312
C 1.1195 0.8314 6.9456  0.399
O 0.2991 1.1259 7.7226  -0.473
H -0.3427 4.4243 5.2606  0.372
H -0.9279 2.7605 5.6483  0.314
H -0.7614 3.1910 3.9166  0.087
H 1.7147 2.9050 4.0546  0.401
H 1.7082 3.4411 5.7106  0.365
H 1.1023 1.1443 2.8381  0.111
H -1.1998 1.2058 2.7717  -0.190
H -1.2359 0.3050 4.3072  0.349
H -1.5806 -0.7998 1.4588  0.300
H -1.2616 -1.9334 2.8738  0.421
H -2.6529 -0.8559 2.8435  0.391
N -1.3149 2.5016 0.7247  -0.283
C -2.3534 2.2490 -0.0781  -0.201
C -2.2566 2.1498 -1.4569  -0.612
C -1.0125 2.3248 -2.0408  -0.098
C 0.0780 2.5881 -1.2288  -0.781
C -0.1289 2.6649 0.1390  0.055
H -3.3067 2.1218 0.4239  0.383
H -3.1322 1.9408 -2.0569  0.379
H -0.8944 2.2553 -3.1158  0.439
H 1.0662 2.7295 -1.6458  0.369
H 0.6951 2.8653 0.8169  0.358
N 0.1521 -2.4660 -1.0452  -0.192
C 0.8256 -3.5288 -0.5993  0.056
C 1.0704 -4.6618 -1.3591  -0.835
C 0.5852 -4.6965 -2.6576  -0.225
C -0.1184 -3.6048 -3.1407  -0.436
C -0.3048 -2.5207 -2.2987  -0.405
H 1.1820 -3.4526 0.4255  0.259
H 1.6253 -5.4937 -0.9456  0.356
H 0.7540 -5.5636 -3.2851  0.383
H -0.5130 -3.5925 -4.1468  0.355
H -0.8464 -1.6426 -2.6349  0.554
N -0.3011 -1.3208 -5.5751  -0.224
C 0.6200 -0.3752 -5.3716  -0.080
C 1.2065 0.3620 -6.3883  -0.786
C 0.8196 0.1024 -7.6930  -0.119
C -0.1328 -0.8755 -7.9290  -0.546
C -0.6598 -1.5530 -6.8407  -0.142
H 0.8932 -0.2102 -4.3339  0.475
H 1.9467 1.1185 -6.1638  0.356
H 1.2551 0.6558 -8.5163  0.367
H -0.4601 -1.1073 -8.9338  0.359
H -1.4106 -2.3247 -6.9756  0.350

No. 6
The following is a DFT calculation (ωB97M-V/def2-TZVPD) of a single C7H14N3P molecule in a non-equilibrium geometry.

**Energy relative to the best compared isomer or geometry (same formula, charge and spin)**: 0.000 eV
**Strongest force on any atom**: 0.1176 Eh/bohr
**SMILES**: CCCC(C)(C)C1=[PH]=NN=N1
**2S+1**: 1

Last column: Mulliken charge in e.
Geometry (Å):
C -1.3985 -0.5509 0.1726  0.022
C 1.3868 2.6485 -0.7639  -1.369
C 0.6221 -1.7408 -0.9037  -1.453
C 0.5335 -1.7362 1.5201  -1.890
C 0.5885 1.3269 -0.8535  0.129
C 0.8743 0.5281 0.4375  -1.161
C 0.3201 -0.9971 0.2972  1.796
N -1.9859 -0.8056 -0.9082  -0.049
N -3.3030 -0.1811 -0.9466  -0.464
N -3.5559 0.4999 0.0484  -0.120
P -2.3886 0.4947 1.2763  0.074
H 1.0896 3.4041 -0.1128  0.395
H 2.4536 2.3548 -0.5468  0.311
H 1.3291 3.1275 -1.7651  0.357
H -0.2810 -2.4550 -1.0603  0.309
H 0.6539 -0.9772 -1.6458  0.352
H 1.5599 -2.2829 -0.8368  0.381
H -0.3598 -2.4626 1.6125  0.345
H 1.3906 -2.3182 1.5971  0.430
H 0.5095 -1.1066 2.3663  0.419
H 0.8890 0.6525 -1.7341  0.102
H -0.4468 1.6925 -0.9824  0.187
H 1.9529 0.3401 0.3138  0.392
H 0.5397 0.9934 1.3481  0.436
H -2.9734 -0.4486 2.0701  0.070

No. 7
The following is a DFT calculation (ωB97M-V/def2-TZVPD) of a single C4H7N3 molecule in a non-equilibrium geometry.

**Energy relative to the best compared isomer or geometry (same formula, charge and spin)**: 0.410 eV
**Strongest force on any atom**: 0.0224 Eh/bohr
**SMILES**: [H]/N=C(\C#N)NCC
**2S+1**: 1

Last column: Mulliken charge in e.
Geometry (Å):
C 0.5771 -0.7933 -1.8183  -0.973
C 0.7925 0.2872 -0.7621  -0.456
N 0.2806 -0.0795 0.5467  -0.250
C -0.9357 0.3404 0.9913  0.699
N -1.6976 1.1232 0.3291  -0.689
C -1.2753 -0.1715 2.3238  0.055
N -1.5765 -0.5521 3.3739  -0.372
H -0.4899 -0.9956 -1.9533  0.287
H 1.0725 -1.7304 -1.5396  0.291
H 0.9955 -0.4683 -2.7769  0.315
H 0.2786 1.2085 -1.0456  0.331
H 1.8596 0.5154 -0.6592  0.305
H 0.7714 -0.7729 1.0871  0.215
H -2.5377 1.3469 0.8548  0.243

No. 8
The following is a DFT calculation (ωB97M-V/def2-TZVPD) of a molecular structure, C25H18BrFeN8O4S2.

**Expectation value of S²**: 0.820
**Energy relative to the best compared isomer or geometry (same formula, charge and spin)**: 0.697 eV
**Strongest force on any atom**: 0.0154 Eh/bohr
**2S+1**: 2

Last column: Mulliken spin population.
Geometry (Å):
Fe 0.1749 0.4464 0.0923  1.090
N -3.3404 -1.5928 -1.2821  0.000
C -2.1759 -0.9992 -1.5506  0.002
N -1.4664 -0.9298 -0.4480  0.006
C -2.2751 -1.5001 0.4959  -0.002
N -3.4251 -1.9188 0.0272  0.000
C -1.8080 -1.5724 1.8864  0.007
C -2.4532 -2.2245 2.9234  0.003
N -1.9226 -2.2533 4.1427  -0.001
C -0.7475 -1.6506 4.2992  0.002
C -0.0957 -1.0055 3.2531  0.005
N -0.6469 -0.9573 2.0545  0.004
H -4.1037 -1.7946 -1.9050  0.000
H -1.8903 -0.6282 -2.5213  0.000
H -3.4005 -2.7255 2.7661  0.000
H -0.3029 -1.6811 5.2863  0.000
H 0.8751 -0.5408 3.3746  -0.001
O 3.4459 -1.3425 1.6786  -0.004
C 2.8404 -0.5602 0.9671  -0.011
O 1.5638 -0.6678 0.7462  0.006
C 3.5788 0.5390 0.2527  0.002
C 4.9013 0.3059 -0.1067  0.002
C 5.6370 1.2696 -0.7790  -0.001
C 5.0484 2.4933 -1.0785  0.000
C 3.7384 2.7443 -0.7102  0.006
C 2.9887 1.7716 -0.0403  0.026
S 1.3589 2.2061 0.4623  -0.078
H 5.3352 -0.6476 0.1644  0.000
H 6.6648 1.0748 -1.0560  0.000
H 5.6153 3.2603 -1.5921  0.000
H 3.2811 3.7006 -0.9333  0.000
Br -5.9858 4.4258 2.6153  0.000
C -4.8978 3.9447 1.1497  0.000
C -5.2195 4.4025 -0.1212  0.000
N -4.4968 4.1045 -1.1964  0.000
C -3.4254 3.3331 -1.0270  0.001
C -3.0364 2.8286 0.2059  0.001
C -3.7895 3.1437 1.3276  0.000
C -1.8420 1.9451 0.3406  -0.003
O -1.1935 1.6386 -0.7190  -0.019
O -1.4691 1.5287 1.4468  0.004
H -6.0900 5.0303 -0.2697  0.000
H -2.8410 3.1005 -1.9086  0.000
H -3.4993 2.7639 2.2978  0.000
N 3.8089 0.0314 -5.7025  0.000
C 2.9326 -0.9037 -5.3047  -0.001
S 2.6329 -2.2827 -6.1433  0.000
C 2.2189 -0.5713 -4.0332  0.000
C 1.8416 0.7316 -3.7421  -0.003
C 1.1911 1.0004 -2.5513  0.003
N 0.9393 0.0438 -1.6600  -0.044
C 1.2888 -1.2197 -1.9342  0.001
C 1.9102 -1.5667 -3.1147  -0.002
H 4.3460 -0.1452 -6.5353  0.000
H 4.1110 0.7643 -5.0823  0.000
H 2.0144 1.5452 -4.4336  0.000
H 0.8691 1.9964 -2.2782  -0.001
H 1.0835 -1.9454 -1.1607  0.000
H 2.1764 -2.5944 -3.3154  0.000